(1)
The following is a DFT calculation (wB97M-V/def2-TZVPD) of a 2-piece molecular cluster, C4H13N2O overall in a non-equilibrium geometry.

## Properties
HOMO level (spin up / spin down): -0.15732 / -0.30810 hartree
LUMO energy (spin up / spin down): 0.701 / 0.659 eV
Charge: 0
2S+1: 2

```
20
Properties=species:S:1:pos:R:3:forces:R:3
C 1.4596 -0.8306 -0.4979 1.13 -1.60 0.67
C 0.5813 -1.4337 0.5995 -0.02 -0.34 0.62
C -0.5189 -0.5207 1.1501 -0.40 0.43 -0.93
N -1.5196 -0.2511 0.1209 0.14 -0.21 0.62
C -1.2607 0.6458 -0.8959 -0.71 -0.08 -0.21
N -2.1520 0.8181 -1.9526 -0.68 0.11 0.15
H 1.0520 -1.0512 -1.4803 -0.37 1.20 -0.12
H 1.8302 0.1276 -0.1696 -0.52 0.80 -0.75
H 2.4066 -1.3906 -0.5710 -0.16 -0.27 0.35
H 0.1241 -2.3384 0.1895 -0.10 -0.05 0.24
H 1.1765 -1.7369 1.4691 0.21 -0.04 -0.17
H -1.0612 -0.9250 2.0052 0.22 -0.42 -0.03
H -0.0926 0.4256 1.5100 -0.01 -0.17 -0.25
H -2.3831 -0.7554 0.2025 -0.06 0.21 -0.30
H -0.3454 1.1592 -0.9101 0.82 0.44 0.06
H -1.8325 0.9976 -2.8871 0.27 -0.21 0.00
H -3.0307 0.3299 -1.9138 0.10 0.00 -0.02
H 1.8418 2.5407 0.6276 -0.23 -0.05 -0.12
H 2.1911 2.1932 2.0425 -0.20 -0.16 0.06
O 1.5335 1.9959 1.3615 0.57 0.40 0.12
```
Forces are in eV/Å.

=====

(2)
The following is a DFT calculation (wB97M-V/def2-TZVPD) of a 2-piece molecular cluster, C4H13N2O overall in a non-equilibrium geometry.

## Properties
HOMO level (spin up / spin down): -0.11456 / -0.39074 hartree
LUMO energy (spin up / spin down): 0.708 / 0.518 eV
Charge: 0
2S+1: 2

```
20
Properties=species:S:1:pos:R:3:forces:R:3
C 0.8221 -0.6856 -2.2013 2.50 0.59 1.03
C 1.5502 0.5517 -1.6195 -0.38 0.79 -0.48
N -0.6420 -0.7138 -1.8242 1.70 0.63 -0.89
H 1.0585 -0.7250 -3.2607 -0.96 -0.05 -0.20
H 1.4231 -1.5125 -1.7813 -1.25 -0.26 -0.03
H 1.3855 0.6559 -0.5507 -0.44 0.22 0.00
H 1.2424 1.4483 -2.1767 -0.27 -0.02 0.59
H -1.1251 0.0852 -2.3044 0.05 -0.33 -0.03
H -1.0292 -1.6310 -2.2078 -0.44 -0.04 0.61
H -0.7109 -0.4991 -0.7991 -0.39 -0.51 -0.47
H 2.6438 0.6052 -1.6974 -0.09 -0.91 -0.43
C 0.4575 0.9534 2.3789 0.58 2.67 0.04
C -0.5903 0.3261 1.5403 0.73 -2.57 -1.90
O -1.1079 0.8108 0.5251 0.07 0.68 1.30
N -0.7215 -1.0585 1.6392 -0.38 1.51 0.14
H 0.7678 1.9174 1.9389 -0.73 -0.12 -0.27
H 1.4454 0.5050 2.3684 -0.29 -1.10 0.47
H -1.4238 -1.3625 0.9844 -0.05 -0.74 0.23
H -0.3414 -1.6821 2.3312 -0.05 0.25 0.07
H 0.1131 1.2890 3.3587 0.11 -0.70 0.20
```
Forces are in eV/Å.

=====

(3)
The following is a DFT calculation (wB97M-V/def2-TZVPD) of C4H13N2O as an isolated structure in a non-equilibrium geometry.

## Properties
HOMO level: -0.48531 hartree
LUMO energy: -7.216 eV
Charge: +1

```
20
Properties=species:S:1:pos:R:3:forces:R:3
C -0.0011 0.5249 -1.5565 -3.08 -2.72 1.00
C 0.1009 0.4540 0.0454 0.01 -1.56 1.15
C 1.3097 0.0998 0.7450 -1.16 0.71 1.31
C 1.4194 -1.1063 1.5532 1.00 -2.27 1.52
N 0.5121 -1.1016 2.7582 -0.15 0.72 -1.08
N -1.1180 0.9080 -2.0288 2.79 2.37 -0.82
H 0.4127 -0.4640 -1.8361 0.93 0.78 -0.79
H 0.9905 1.3643 -1.8698 1.99 1.86 -0.63
H -0.3988 1.2681 0.5836 0.23 0.44 -0.64
H -0.5427 -0.4436 0.1135 -0.24 0.42 0.16
H 1.4462 2.0242 -1.8196 -0.04 -0.56 -0.07
H 2.3921 -1.2599 2.0237 0.30 0.47 -0.61
H -0.3105 -1.6734 2.5946 -0.15 0.29 -0.02
H 0.2385 -0.1586 3.0168 -0.09 -0.14 0.28
H -2.1709 0.1479 -1.5429 -2.07 -1.51 1.56
H -1.1844 1.6766 -2.6801 -0.69 -0.40 -0.40
H 1.2052 -2.0805 1.0979 -0.11 0.39 -0.65
H 2.0496 0.8415 1.0461 0.04 0.28 -0.66
H -3.6100 -0.5463 -1.3261 0.00 -0.08 0.10
O -2.7404 -0.4750 -0.9181 0.49 0.51 -0.71
```
Forces are in eV/Å.

=====

(4)
The following is a DFT calculation (wB97M-V/def2-TZVPD) of a 2-piece molecular cluster, C4H13N2O overall in a non-equilibrium geometry.

## Properties
HOMO level: -0.45250 hartree
LUMO energy: -3.228 eV
Charge: +1

```
20
Properties=species:S:1:pos:R:3:forces:R:3
C 1.8344 -1.6887 -1.0963 -0.54 -0.37 -1.20
C 1.5677 -0.3964 -0.3249 2.11 -0.53 0.00
C 0.1405 -0.0120 -0.3691 0.92 0.23 -0.29
C -0.4502 0.7211 -1.3220 -0.72 -0.71 1.22
N -1.7940 0.9976 -1.3131 -0.48 0.30 -0.50
N -0.6049 -0.6218 0.6972 -2.11 -0.75 2.16
H 1.3526 -1.5476 -2.0786 0.35 -0.44 0.18
H 1.4498 -2.6233 -0.6685 -0.44 0.39 0.24
H 2.8750 -1.9410 -1.2538 0.39 0.45 -0.01
H 2.0426 -0.5789 0.6527 -0.90 0.43 0.37
H 2.2381 0.3900 -0.6971 -0.49 -0.05 -0.33
H 0.1954 1.0452 -2.1214 -0.31 0.38 -0.24
H -2.4276 0.8339 -0.5505 0.50 -0.18 0.30
H -2.3071 1.4205 -2.0662 0.61 0.08 -0.37
H -0.1749 -1.4659 1.1188 0.48 0.77 -0.38
H -0.8304 0.0453 1.5107 0.78 -0.40 -0.53
H -1.5240 -1.0183 0.4755 -0.12 0.28 -0.80
H -0.8645 1.8530 3.1552 0.25 -0.21 0.09
H 0.2535 0.7578 3.3517 0.08 0.27 0.31
O -0.4993 1.0233 2.8196 -0.37 0.05 -0.23
```
Forces are in eV/Å.

=====

(5)
The following is a DFT calculation (wB97M-V/def2-TZVPD) of a 2-piece molecular cluster, C4H13N2O overall in a non-equilibrium geometry.

## Properties
HOMO level: -0.50620 hartree
LUMO energy: -3.535 eV
Charge: +1

```
20
Properties=species:S:1:pos:R:3:forces:R:3
C -2.3026 -1.4002 -0.9471 0.54 -0.11 -1.19
C 0.5248 1.8399 1.3651 -1.46 -0.43 -1.64
C -1.5068 -0.4292 -0.1150 -2.95 -0.08 -0.35
C 0.6556 -0.7783 -0.6664 0.33 -1.35 1.01
N 1.7512 -1.5553 -0.6097 -4.72 -0.71 5.75
N 1.4605 1.1899 0.3933 -1.53 -0.75 -0.41
O -0.3087 -1.0034 0.2259 4.50 -0.58 -0.83
H -2.4574 -2.3248 -0.4160 -0.37 -0.35 -0.10
H -3.1842 -0.8526 -1.1650 -1.46 0.00 0.05
H -1.9025 -1.5672 -1.9937 0.13 -0.07 1.30
H -0.0685 0.9433 1.8798 1.52 2.19 -0.74
H 1.0746 2.5263 2.0214 -0.47 -0.45 0.21
H -0.2334 2.4284 0.7604 0.82 -0.58 0.95
H -2.0703 -0.3009 0.8900 0.99 0.80 -1.95
H -1.3069 0.3468 -0.8747 -0.42 0.96 1.47
H 0.4120 -0.2649 -1.6124 0.27 -0.10 0.68
H 2.4604 -1.4647 -1.2064 3.36 0.43 -2.87
H 1.8927 -2.0756 0.3437 -0.17 1.18 -2.70
H 2.0010 1.5650 -0.3838 -0.49 1.03 0.76
H 2.0326 0.6490 0.9682 1.57 -1.05 0.59
```
Forces are in eV/Å.

=====

(6)
The following is a DFT calculation (wB97M-V/def2-TZVPD) of a 2-piece molecular cluster, C4H13N2O overall.

## Properties
HOMO level: -0.50805 hartree
LUMO energy: -3.427 eV
Charge: +1

```
20
Properties=species:S:1:pos:R:3:forces:R:3
C 1.5107 -0.3535 3.5469 0.12 -0.21 -0.09
C 1.0556 -0.7320 2.1562 0.01 0.33 -0.03
N 0.2179 0.3762 1.5564 0.01 0.01 0.26
H 2.1141 -1.1600 3.9573 -0.02 -0.08 0.01
H 2.1489 0.5287 3.5298 -0.10 0.13 0.06
H 0.6614 -0.2104 4.2121 0.00 0.13 0.09
H 1.8909 -0.8566 1.4725 0.02 -0.17 -0.02
H 0.4373 -1.6245 2.1502 0.00 -0.06 -0.05
H -0.5540 0.6165 2.1804 -0.09 -0.16 -0.05
H -0.1610 0.0744 0.6121 0.18 0.00 0.03
H 0.7698 1.2319 1.4835 0.06 -0.08 -0.22
C -0.4438 1.5574 -2.0141 -0.05 -0.15 -0.55
C -0.6956 0.0768 -2.1433 -0.30 0.14 0.20
N -0.8913 -0.6403 -0.8918 -0.04 0.36 0.01
O -0.7930 -0.4864 -3.1886 0.34 -0.20 -0.07
H -0.0638 1.8711 -1.0480 -0.10 0.06 0.10
H -1.3746 2.0683 -2.2724 0.00 0.07 0.27
H 0.2551 1.8435 -2.7989 0.09 -0.02 0.08
H -1.8050 -0.3597 -0.5335 -0.04 -0.09 -0.03
H -0.9441 -1.6314 -1.1122 -0.08 -0.02 0.00
```
Forces are in eV/Å.

=====

(7)
The following is a DFT calculation (wB97M-V/def2-TZVPD) of a 3-piece molecular cluster, C4H13N2O overall in a non-equilibrium geometry.

## Properties
HOMO level (spin up / spin down): -0.65230 / -0.65230 hartree
LUMO energy (spin up / spin down): -12.873 / -14.148 eV
Charge: +2
2S+1: 2

```
20
Properties=species:S:1:pos:R:3:forces:R:3
C -2.5367 0.0860 1.2625 0.70 0.15 0.13
C -2.5435 -0.0772 -0.2821 -0.60 0.01 0.09
C -1.1914 0.2132 -0.8528 -0.56 0.42 -0.82
C -0.3576 -0.9191 -1.3639 -0.56 -1.59 -0.17
N 0.7958 -0.7790 -1.8768 0.92 2.11 1.15
N -0.7049 1.3946 -0.8148 -1.41 -0.35 -0.98
H -3.5065 -0.1452 1.6972 -0.04 -0.03 -0.22
H -1.7789 -0.5628 1.7040 -0.17 -0.18 0.05
H -2.2383 1.1060 1.5159 -0.29 -0.01 0.00
H -3.2653 0.6160 -0.7378 0.20 0.14 0.11
H -2.8326 -1.0776 -0.6029 0.13 -0.22 0.11
H -0.7619 -1.9357 -1.3341 0.13 0.06 1.00
H 1.0496 0.1793 -2.1300 0.46 -0.02 0.10
H 1.6039 -1.2355 -1.4070 0.00 -1.21 -1.34
H 7.1380 -1.4479 2.8169 -0.04 -0.08 -0.03
H 7.4653 -0.8428 3.0864 0.04 0.08 0.03
H -1.3286 2.1631 -1.1287 0.57 0.52 0.43
H 0.9285 1.1901 -0.1331 0.41 0.48 0.66
H 2.3428 1.3698 0.4571 0.18 -0.06 0.04
O 1.7223 0.7048 0.1240 -0.06 -0.24 -0.32
```
Forces are in eV/Å.

=====

(8)
The following is a DFT calculation (wB97M-V/def2-TZVPD) of a 2-piece molecular cluster, C4H13N2O2 overall in a non-equilibrium geometry.

## Properties
HOMO level: -0.11902 hartree
LUMO energy: 3.948 eV
Charge: -1

```
21
Properties=species:S:1:pos:R:3:forces:R:3
C 1.8333 -0.4163 0.0653 0.28 -0.21 1.62
N 2.7365 -0.8447 1.1855 -0.35 0.09 -0.40
C 0.3467 -0.6411 0.3617 0.44 0.70 -0.24
C -0.1479 0.5559 1.2344 1.00 -1.05 -1.14
N -0.3182 -0.9225 -0.9023 -1.41 -0.25 0.21
C -1.8445 -0.8230 -0.7928 0.46 0.05 0.46
O -2.2722 0.4375 -0.6742 -0.14 -0.49 -0.62
H 2.0675 -0.9523 -0.8238 0.41 -0.43 -0.75
H 2.0754 0.6419 -0.0453 -0.40 0.08 -0.55
H 2.9824 -0.0056 1.6929 0.07 -0.12 0.24
H 2.1858 -1.4098 1.8235 0.13 -0.04 0.04
H 0.1986 -1.5728 0.9041 0.34 -0.23 0.43
H -1.1464 0.3592 1.5491 -0.82 0.44 0.05
H -0.0228 1.3706 0.5242 -0.60 0.60 0.52
H 0.5027 0.6751 2.1046 0.14 0.02 0.01
H -0.1526 -0.2507 -1.6452 0.54 0.29 0.30
H -2.1517 -1.4425 -1.6689 -0.34 0.43 -0.20
H -2.1672 -1.4310 0.0846 0.43 -0.33 0.11
H -2.0446 2.6184 -1.2403 0.09 0.02 -0.28
H -1.2651 1.5459 -1.7845 -0.53 0.16 0.09
O -1.3957 2.5077 -1.9526 0.27 0.27 0.10
```
Forces are in eV/Å.

=====

(9)
The following is a DFT calculation (wB97M-V/def2-TZVPD) of a 2-piece molecular cluster, C4H13N2O2 overall in a non-equilibrium geometry.

## Properties
HOMO level: -0.12053 hartree
LUMO energy: 3.802 eV
Charge: -1

```
21
Properties=species:S:1:pos:R:3:forces:R:3
C -0.6186 0.0331 -0.2145 1.74 -1.23 -2.33
C -1.0086 -1.2322 -1.0355 -2.51 0.48 1.24
C -1.2143 -2.4905 -0.1960 1.01 -0.60 0.26
N 0.0799 -3.1466 0.1330 -0.17 -0.04 0.27
N 0.8535 0.0557 -0.0208 -1.00 0.10 1.47
C 1.1825 1.1482 1.0335 -0.82 0.16 -1.07
O 1.1628 2.3849 0.5467 0.25 0.15 -0.13
H -0.8967 0.8499 -0.8888 -0.42 0.49 0.72
H -1.1306 0.0024 0.7358 -0.18 0.34 0.19
H -0.3723 -1.4194 -1.8857 0.38 0.00 -0.25
H -2.0300 -0.9988 -1.4140 0.45 -0.06 -0.28
H -1.6634 -2.2892 0.7826 -0.14 0.43 -0.18
H -1.9141 -3.2210 -0.6428 0.47 0.23 -0.26
H 0.7626 -2.8943 -0.5686 -0.07 -0.13 -0.47
H 0.4657 -2.6181 0.9065 -0.05 -0.02 0.26
H 1.2397 0.3799 -0.8996 0.22 0.25 0.07
H 0.3394 1.0316 1.7762 0.72 -0.52 0.15
H 2.1544 0.8205 1.4403 0.08 -0.02 0.33
H 0.6880 4.5386 0.8352 -0.08 0.23 0.47
H 1.0600 4.0995 -0.4114 0.19 -0.01 -0.37
O 0.8604 4.9657 -0.0122 -0.07 -0.24 -0.09
```
Forces are in eV/Å.

=====

(10)
The following is a DFT calculation (wB97M-V/def2-TZVPD) of a 3-piece molecular cluster, C4H13N2O2 overall in a non-equilibrium geometry.

## Properties
HOMO level (spin up / spin down): -0.28567 / -0.28473 hartree
LUMO energy (spin up / spin down): 0.861 / -1.797 eV
Charge: 0
2S+1: 2

```
21
Properties=species:S:1:pos:R:3:forces:R:3
O 0.8196 -0.2045 -0.9671 1.71 -1.85 2.85
C 1.5858 -0.5158 0.0389 -1.84 3.98 -3.68
N 2.7109 0.3538 0.1005 -2.52 -1.88 0.59
C 3.8591 -0.0915 0.7880 3.74 0.56 -2.65
C 1.1472 -1.5381 0.9831 1.65 -1.48 -2.41
N -1.7080 1.1430 -0.0407 -0.20 -0.30 -0.62
C -1.2550 1.1589 1.2915 -1.06 1.40 0.87
H 2.9040 0.7332 -0.8231 -0.42 -0.03 0.35
H 4.5955 0.7719 0.5520 -0.69 -1.46 1.03
H 3.7642 -0.1991 1.8617 -0.08 -0.36 -0.06
H 4.3295 -0.9778 0.1542 -0.66 1.12 2.05
H 0.5559 -2.2381 0.3366 -0.27 0.75 1.31
H 1.9461 -2.0761 1.5130 -0.54 0.54 0.54
H -2.4554 1.7139 -0.3824 -0.05 -0.29 0.05
H -1.3190 0.3958 -0.5741 -0.32 0.01 -0.69
H -1.1743 2.2234 1.5977 0.37 -0.64 0.32
H -0.3224 0.6700 1.2561 1.41 -0.17 0.47
H -1.8403 0.6284 2.0691 -0.22 0.11 -0.33
H -6.4217 -0.2108 -2.2572 -0.06 0.77 0.94
H -5.3628 -1.0943 -2.4464 0.76 0.48 1.29
O -5.5998 -0.4079 -1.7685 -0.70 -1.23 -2.23
```
Forces are in eV/Å.

=====

(11)
The following is a DFT calculation (wB97M-V/def2-TZVPD) of a 2-piece molecular cluster, C4H13N2O2 overall in a non-equilibrium geometry.

## Properties
HOMO level (spin up / spin down): -0.12060 / -0.33751 hartree
LUMO energy (spin up / spin down): 0.496 / 0.336 eV
Charge: 0
2S+1: 2

```
21
Properties=species:S:1:pos:R:3:forces:R:3
O 2.2649 0.1297 1.3162 0.86 0.70 -0.38
C 1.2726 -0.3263 1.8234 -1.04 -0.72 -0.23
C -0.1555 0.0360 1.4733 -1.02 -0.86 0.20
C -0.3799 0.5404 0.0549 -0.58 0.42 0.54
C -0.5831 -0.4786 -1.0255 0.44 -0.83 -0.32
N 0.6636 -1.2292 -1.4372 -0.05 0.21 -0.49
N -1.0373 -1.1275 1.7344 0.38 -0.31 0.11
H 1.3013 -1.0403 2.6612 0.30 -0.06 0.33
H -0.5048 0.7876 2.1946 0.41 0.53 -0.18
H 0.3541 1.2998 -0.1763 0.17 -0.07 -0.23
H -1.3546 1.0457 0.0545 0.08 0.26 0.14
H -1.0671 -0.0543 -1.8985 0.46 0.22 -0.22
H -1.2056 -1.3081 -0.7387 -0.55 -0.04 0.68
H 0.4335 -1.9215 -2.1895 0.18 0.31 0.19
H 1.4100 -0.6029 -1.7694 -0.01 -0.07 0.03
H -0.5062 -1.8125 2.2619 -0.11 -0.24 -0.14
H -1.8407 -0.9010 2.3075 0.01 0.26 -0.01
H 1.0216 -1.7979 -0.6254 0.03 0.07 0.28
H 0.6959 3.2201 -2.0923 -0.06 -0.06 -0.03
H -0.8045 3.0079 -1.8980 0.01 0.03 -0.01
O 0.0221 2.5329 -2.0312 0.08 0.25 -0.25
```
Forces are in eV/Å.

=====

(12)
The following is a DFT calculation (wB97M-V/def2-TZVPD) of a 2-piece molecular cluster, C4H13N2O2 overall in a non-equilibrium geometry.

## Properties
HOMO level: -0.53505 hartree
LUMO energy: -3.052 eV
Charge: +1

```
21
Properties=species:S:1:pos:R:3:forces:R:3
O -0.6050 -1.9365 -1.8259 0.11 0.16 0.10
C -0.6402 -1.4204 -0.7115 -0.08 -0.85 -0.02
N -1.5758 -1.7314 0.1829 0.61 1.22 0.82
C 0.5501 -0.5723 -0.2875 0.32 0.74 0.28
N 1.5643 -0.8537 -1.3536 0.01 0.41 -0.80
C 1.3770 1.7167 0.5409 -0.82 0.14 -0.53
C 0.3072 0.9328 -0.2220 -0.37 0.12 -0.09
H -1.8471 -1.2310 1.0167 0.70 0.50 0.03
H -2.2548 -2.3529 -0.1175 -1.42 -1.38 -0.92
H 0.9920 -0.9289 0.6361 -0.17 -0.19 0.26
H 2.5142 -1.0241 -1.0557 0.22 -0.05 0.27
H 1.5650 -0.1498 -2.0974 0.14 0.37 0.39
H 1.1567 -1.6419 -1.8675 -0.20 -0.88 -0.21
H 2.3462 1.6427 0.0754 0.53 -0.09 0.10
H 1.3790 1.4068 1.5825 0.30 -0.11 0.05
H 1.0862 2.7661 0.5200 0.15 0.06 0.03
H -0.6480 1.1736 0.2365 -0.17 -0.48 0.10
H 0.1621 1.2377 -1.2647 0.25 0.36 0.04
H -3.2282 0.7346 1.8805 -0.11 0.32 0.23
H -1.9270 1.4619 2.3458 -0.22 0.27 0.38
O -2.2738 0.7704 1.7861 0.23 -0.63 -0.50
```
Forces are in eV/Å.

=====

Sequential energy relative to the best compared isomer or geometry (same formula, charge and spin) output: 11.7 34.5 230.6 43.6 80.4 24.4 154.2 21.6 21.8 32.1 32.8 23.6 kcal per mole